This record from the OMol25 dataset describes a molecular structure, C63H51N6O7SW. The level of theory is ωB97M-V/def2-TZVPD.

Calculated values
DFT total energy: -3751.9574 Eh
maximum force: 0.5 eV/A
gap between HOMO and LUMO: 5.015 eV
E_LUMO: 0.0626 Ha
relative energy (zero: lowest compared OMol25 entry of this formula, charge and spin): 0.303 eV
net charge: -1

```
129
Properties=species:S:1:pos:R:3:lowdin_charge:R:1
W -0.404 -0.278 0.358 1.76
C -3.063 3.425 -1.394 -0.06
O -1.795 4.057 -1.544 -0.10
C -0.868 3.377 -2.289 -0.22
C -0.411 3.996 -3.424 -0.01
C 0.617 3.466 -4.219 -0.11
C 1.192 2.286 -3.826 -0.07
C 0.745 1.623 -2.669 -0.16
C 1.485 0.478 -2.225 -0.09
N 1.274 -0.249 -1.191 -0.08
N 2.205 -1.303 -1.130 0.10
C 1.749 -2.229 -0.356 -0.46
O 0.604 -2.196 0.234 -0.23
C 2.594 -3.432 -0.121 -0.13
C 2.009 -4.600 0.358 -0.04
C 2.788 -5.718 0.615 -0.09
C 4.159 -5.670 0.406 -0.10
C 4.747 -4.503 -0.063 -0.08
C 3.969 -3.387 -0.329 -0.02
C -0.312 2.119 -1.867 -0.28
O -0.689 1.552 -0.788 -0.17
H -3.719 4.168 -0.943 0.09
H -2.999 2.550 -0.754 0.06
H -3.460 3.142 -2.374 0.10
H -0.873 4.943 -3.679 0.12
H 0.952 3.990 -5.103 0.09
H 2.018 1.856 -4.383 0.10
H 2.344 0.188 -2.829 0.13
H 0.941 -4.611 0.542 0.11
H 2.327 -6.623 0.991 0.10
H 4.771 -6.538 0.622 0.09
H 5.819 -4.456 -0.209 0.10
H 4.414 -2.464 -0.673 0.10
N -2.755 -3.675 1.540 0.20
C -2.813 -3.224 2.848 -0.17
C -3.487 -3.692 3.970 -0.02
C -3.366 -2.935 5.119 -0.09
C -2.609 -1.753 5.147 -0.07
C -1.936 -1.303 4.032 0.00
C -2.035 -2.067 2.875 -0.19
N -1.518 -1.836 1.611 0.08
C -1.995 -2.784 0.846 -0.24
C -1.818 -2.834 -0.607 -0.29
C -2.173 -3.832 -1.454 -0.32
S -1.751 -3.413 -3.058 1.06
C -1.122 -1.923 -2.499 -0.42
N -1.226 -1.751 -1.223 -0.10
H -3.280 -4.434 1.147 0.16
H -4.085 -4.594 3.946 0.10
H -3.878 -3.252 6.019 0.10
H -2.550 -1.188 6.068 0.11
H -1.354 -0.394 4.022 0.09
H -2.630 -4.781 -1.228 0.07
H -0.672 -1.191 -3.155 0.10
C 2.865 3.935 4.701 0.02
C 1.994 2.740 5.045 -0.58
C 1.815 2.551 6.540 0.01
O 0.729 2.925 4.420 0.00
C 0.465 1.806 3.576 -0.16
C 1.863 1.293 3.271 -0.14
O 2.543 1.551 4.508 -0.02
C 1.994 -0.163 2.769 -0.39
O 1.409 -0.208 1.523 -0.30
C 1.466 -1.238 3.742 -0.12
C 1.249 -2.512 3.221 -0.01
C 0.847 -3.565 4.028 -0.07
C 0.648 -3.371 5.389 -0.11
C 0.871 -2.113 5.924 -0.09
C 1.277 -1.059 5.111 -0.04
C 3.513 -0.399 2.591 -0.10
C 4.096 -0.056 1.375 -0.02
C 5.460 -0.207 1.174 -0.09
C 6.267 -0.707 2.186 -0.11
C 5.695 -1.045 3.405 -0.09
C 4.330 -0.887 3.606 -0.02
C -0.403 2.248 2.378 -0.35
O -0.879 1.095 1.748 -0.31
C 0.436 3.252 1.570 -0.12
C 0.402 4.605 1.908 -0.03
C 1.208 5.533 1.264 -0.08
C 2.084 5.126 0.269 -0.10
C 2.159 3.778 -0.049 -0.06
C 1.357 2.854 0.605 -0.04
C -1.716 2.899 2.852 -0.13
C -2.290 2.597 4.084 -0.02
C -3.564 3.042 4.411 -0.09
C -4.290 3.805 3.507 -0.11
C -3.725 4.117 2.279 -0.08
C -2.451 3.671 1.959 -0.03
H 2.383 4.856 5.031 0.09
H 3.002 3.982 3.620 0.09
H 3.839 3.847 5.185 0.09
H 1.487 3.484 7.001 0.09
H 2.759 2.244 6.993 0.09
H 1.062 1.786 6.731 0.08
H -0.081 1.038 4.132 0.13
H 2.329 1.900 2.492 0.15
H 1.389 -2.663 2.162 0.09
H 0.690 -4.544 3.588 0.10
H 0.325 -4.189 6.021 0.09
H 0.729 -1.940 6.986 0.10
H 1.482 -0.099 5.557 0.09
H 3.455 0.315 0.586 0.10
H 5.891 0.063 0.216 0.10
H 7.331 -0.833 2.028 0.09
H 6.313 -1.435 4.205 0.09
H 3.897 -1.154 4.561 0.11
H -0.268 4.943 2.687 0.12
H 1.147 6.579 1.545 0.10
H 2.707 5.848 -0.245 0.09
H 2.850 3.433 -0.810 0.10
H 1.474 1.802 0.394 0.08
H -1.745 2.008 4.811 0.11
H -3.988 2.790 5.376 0.09
H -5.285 4.152 3.758 0.09
H -4.280 4.708 1.560 0.10
H -2.026 3.908 0.990 0.11
N -7.999 0.864 -0.290 0.12
C -6.862 0.706 -0.207 -0.21
C -5.444 0.503 -0.100 -0.26
C -4.805 0.568 1.138 -0.03
C -3.440 0.358 1.223 -0.09
C -2.637 0.072 0.105 -0.20
C -3.317 0.047 -1.121 -0.13
C -4.684 0.248 -1.237 -0.05
H -5.378 0.799 2.028 0.11
H -2.971 0.463 2.189 0.08
H -2.766 -0.074 -2.047 0.09
H -5.160 0.232 -2.211 0.11
```